Record 1
Here is a 2-piece molecular cluster, C8H6BrNO3 overall at a distorted geometry from the OMol25 dataset. Energies are from ωB97M-V/def2-TZVPD.

The geometry in ORCA input format:
```
! RIJCOSX wB97M-V def2-TZVPD def2/J DEFGRID3
* xyz 0 1
C -1.234 1.229 0.594
C -1.689 -0.061 0.682
C 0.079 1.506 0.202
C -0.916 -1.102 0.359
C 0.989 0.454 0.094
C 0.423 -0.774 0.116
C 2.132 -2.700 -1.193
C 1.656 -2.508 0.214
N 2.617 -1.950 1.084
O 2.525 -2.112 2.289
O 1.514 -3.340 -2.009
O 3.505 -1.260 0.654
Br 0.750 -4.001 0.966
H -1.905 1.977 0.872
H -2.755 -0.252 0.650
H 0.614 2.409 -0.100
H -1.167 -2.123 0.504
H 1.999 0.817 0.100
H 2.936 -2.056 -1.391
*
```

Results
HOMO = -10.23 eV
electronic energy = -3162.71656 Eh

---

Record 2
Here is one molecule with the formula C3H5NOS2 at a distorted geometry from the OMol25 dataset. Energies are from ωB97M-V/def2-TZVPD.

The geometry in ORCA input format:
```
! RIJCOSX wB97M-V def2-TZVPD def2/J DEFGRID3
* xyz 0 1
C 0.651 0.702 -2.024
S 1.676 0.956 -0.577
C 0.687 0.220 0.675
N 1.058 0.190 1.891
S -0.154 -0.584 2.823
C -1.220 -0.847 1.362
O -0.499 -0.301 0.263
H 1.172 1.112 -2.872
H -0.302 1.181 -1.905
H 0.457 -0.384 -2.203
H -1.409 -1.889 1.164
H -2.118 -0.356 1.402
*
```

Results
HOMO = -8.05 eV
electronic energy = -1043.64697 Eh
SMILES string = CSC1=NSCO1

---

Record 3
Here is C5H6N as an isolated structure at a distorted geometry from the OMol25 dataset. Energies are from ωB97M-V/def2-TZVPD.

The geometry in ORCA input format:
```
! RIJCOSX wB97M-V def2-TZVPD def2/J DEFGRID3
* xyz 1 1
C 1.233 0.850 0.466
C 1.327 -0.543 0.293
C -1.074 0.002 0.477
C -0.050 0.896 -0.346
C -0.027 -1.095 0.336
N 0.434 -0.484 -0.853
H 1.672 1.717 0.847
H -1.357 0.473 1.370
H -1.903 -0.191 -0.066
H -0.550 1.548 -1.054
H -0.119 -2.100 0.563
H 0.414 -1.075 -2.035
*
```

Results
HOMO (alpha / beta) = -14.83 / -14.18 eV
electronic energy = -248.31155 Eh

---

Record 4
Here is a 2-piece molecular cluster, C5H13N2 overall at a distorted geometry from the OMol25 dataset. Energies are from ωB97M-V/def2-TZVPD.

The geometry in ORCA input format:
```
! RIJCOSX wB97M-V def2-TZVPD def2/J DEFGRID3
* xyz 1 1
C 0.884 0.119 1.441
C 0.900 -1.316 0.843
C -0.378 0.358 0.594
C 0.478 1.700 -1.713
C -0.592 -1.355 -1.213
N -1.423 1.039 1.130
N -0.436 -1.102 0.280
H 0.801 0.241 2.430
H 1.661 0.734 1.269
H 1.769 -1.383 0.035
H 0.805 -2.095 1.684
H 1.457 1.303 -1.957
H 0.713 2.300 -0.760
H -0.354 2.070 -2.281
H 0.035 -2.126 -1.646
H -1.631 -1.713 -1.551
H -0.190 -0.490 -1.773
H -1.263 1.705 1.822
H -2.123 1.463 0.511
H -1.111 -1.454 0.857
*
```

Results
HOMO (alpha / beta) = -12.63 / -12.35 eV
electronic energy = -307.36396 Eh